No. 1
A molecular structure, C22H41BIrN6O3SSi. Source: the OMol25 dataset; level of theory: the ωB97M-V functional and the def2-TZVPD basis.

Its spin multiplicity is 6. Its expectation value of S² is 8.784. As for the HOMO-LUMO gap (alpha / beta): 8.694 / 4.231 eV. As for the total charge: +4. For the LUMO energy (alpha / beta), the calculation gives -0.441 / -0.600 hartree. As for the molar mass: 700.8 g mol⁻¹.

Each line ends with the Mulliken spin population.
Element x y z (Å)
1 C 2.98 -0.94 -2.44  0.003
2 N 1.70 -0.98 -2.88  0.063
3 N 1.72 -0.59 -4.24  -0.007
4 C 3.02 -0.50 -4.63  0.018
5 C 3.82 -0.69 -3.53  0.006
6 B 0.45 -0.30 -5.15  -0.011
7 N -0.43 -1.55 -4.80  0.109
8 N -0.58 -2.06 -3.51  0.180
9 C -1.47 -3.06 -3.57  0.180
10 C -1.79 -3.32 -4.91  0.254
11 C -1.10 -2.37 -5.65  0.248
12 Ir 0.26 -1.52 -1.66  1.124
13 N -0.21 1.05 -4.81  0.047
14 N -0.55 1.14 -3.49  0.250
15 C -1.04 2.34 -3.27  0.108
16 C -1.09 3.09 -4.48  0.316
17 C -0.55 2.22 -5.44  0.311
18 H -1.32 2.60 -2.27  0.004
19 H -0.39 2.33 -6.48  -0.004
20 H -1.47 4.08 -4.58  -0.005
21 H 0.77 -0.33 -6.30  -0.001
22 H -0.99 -2.25 -6.72  0.000
23 H 3.25 -0.37 -5.69  0.000
24 H -2.42 -4.12 -5.25  -0.012
25 H 4.91 -0.69 -3.47  0.000
26 H -1.86 -3.49 -2.66  0.009
27 H 3.17 -1.05 -1.37  -0.004
28 H -1.50 -0.43 -1.22  0.048
29 C -1.51 -1.46 -0.84  0.088
30 H -2.29 -2.00 -1.37  0.001
31 H -0.51 -2.25 -0.60  -0.041
32 H -1.81 -1.32 0.19  0.015
33 C 1.29 3.40 2.48  0.180
34 C 1.73 2.04 3.01  -0.014
35 C 2.99 1.59 2.29  0.072
36 C 1.99 2.09 4.51  0.037
37 O 0.64 1.08 2.84  0.493
38 Si -0.09 0.21 1.65  -0.046
39 S 0.97 0.00 -0.14  0.620
40 O -0.36 -1.30 2.25  0.087
41 C 0.56 -2.29 2.79  0.018
42 C 1.40 -2.93 1.69  0.015
43 C 1.47 -1.68 3.84  0.015
44 C -0.34 -3.35 3.42  0.019
45 O -1.53 0.92 1.27  0.123
46 C -2.64 1.46 2.03  0.016
47 C -3.83 1.49 1.08  0.031
48 C -2.94 0.59 3.24  0.001
49 C -2.29 2.88 2.47  0.017
50 H 2.13 4.11 2.59  0.007
51 H 0.45 3.79 3.06  -0.003
52 H 1.02 3.35 1.42  -0.002
53 H 3.79 2.30 2.51  0.002
54 H 3.32 0.60 2.63  0.000
55 H 2.84 1.56 1.20  0.002
56 H 1.09 2.43 5.05  0.003
57 H 2.27 1.10 4.90  0.005
58 H 2.80 2.79 4.73  -0.001
59 H 2.01 -2.19 1.16  -0.004
60 H 2.08 -3.66 2.15  -0.001
61 H 0.78 -3.45 0.96  -0.005
62 H 0.89 -1.09 4.57  -0.001
63 H 1.97 -2.49 4.38  0.001
64 H 2.25 -1.05 3.39  0.013
65 H -0.98 -2.90 4.19  0.000
66 H -0.98 -3.82 2.66  -0.002
67 H 0.27 -4.13 3.89  0.001
68 H -4.13 0.48 0.79  -0.002
69 H -4.69 1.98 1.56  0.003
70 H -3.59 2.05 0.17  0.000
71 H -2.09 0.53 3.92  0.000
72 H -3.79 1.02 3.79  0.000
73 H -3.22 -0.43 2.93  0.001
74 H -1.52 2.87 3.25  0.004
75 H -1.95 3.48 1.62  0.000
76 H -3.19 3.36 2.89  0.000

No. 2
A molecular structure, C22H41BNbO15P2. Source: the OMol25 dataset; level of theory: the ωB97M-V functional and the def2-TZVPD basis.

Its spin multiplicity is 1. As for the HOMO-LUMO gap: 6.044 eV. As for the total charge: -1. For the LUMO energy, the calculation gives 0.059 hartree. As for the molar mass: 711.2 g mol⁻¹.

Each line ends with the Löwdin charge.
Element x y z (Å)
1 C 4.79 2.59 -2.63  -0.007
2 C 5.11 1.31 -2.46  -0.134
3 C 5.29 -0.29 -2.25  -0.201
4 C 3.99 -0.78 -1.37  -0.301
5 C 2.72 -0.92 -2.36  -0.391
6 Nb 1.17 0.76 -2.13  1.147
7 P 0.40 -0.27 0.09  0.507
8 O 1.71 -0.51 0.94  -0.624
9 P -0.77 2.43 -1.88  0.451
10 O -2.16 1.73 -1.56  -0.683
11 B -0.27 -0.57 -3.38  -0.614
12 C -0.50 -2.15 -3.04  -0.136
13 O -0.98 0.10 -4.48  -0.087
14 H 4.16 3.56 -2.57  0.042
15 H 5.34 -0.86 -3.27  0.108
16 H 6.29 -0.48 -1.71  0.082
17 H 4.22 -1.71 -0.74  0.105
18 H 3.75 0.11 -0.65  0.058
19 H 3.10 -0.88 -3.45  0.044
20 H 2.25 -1.97 -2.15  0.042
21 H 1.68 1.57 -3.68  -0.095
22 H 2.33 1.83 -1.21  -0.112
23 H -0.28 -1.54 -0.07  -0.056
24 H -0.48 0.62 0.83  -0.058
25 H -0.50 3.45 -0.88  -0.075
26 H -0.96 3.12 -3.14  -0.069
27 H -1.65 -2.39 -2.99  0.064
28 H 0.04 -2.46 -2.06  0.015
29 H -0.05 -2.83 -3.87  0.073
30 H -1.90 -0.28 -4.52  0.075
31 C 7.97 1.42 1.89  -0.008
32 C 8.64 0.12 1.49  -0.335
33 C 10.13 0.23 1.32  -0.118
34 O 10.41 -0.83 0.41  0.058
35 C 9.28 -0.99 -0.34  -0.530
36 O 9.21 -1.67 -1.33  0.151
37 O 8.24 -0.29 0.19  0.075
38 H 7.43 1.28 2.84  0.083
39 H 8.69 2.23 2.06  0.079
40 H 7.24 1.75 1.15  0.097
41 H 8.37 -0.68 2.18  0.159
42 H 10.67 0.08 2.26  0.140
43 H 10.46 1.17 0.86  0.140
44 C -1.72 1.32 5.11  -0.010
45 C -1.14 2.56 4.44  -0.339
46 C -2.17 3.52 3.93  -0.119
47 O -1.46 4.19 2.90  0.060
48 C -0.53 3.31 2.43  -0.527
49 O 0.12 3.46 1.43  0.119
50 O -0.44 2.22 3.25  0.077
51 H -1.37 1.25 6.14  0.078
52 H -2.82 1.35 5.16  0.079
53 H -1.43 0.40 4.59  0.096
54 H -0.43 3.05 5.12  0.156
55 H -2.50 4.23 4.69  0.138
56 H -3.05 3.03 3.49  0.140
57 C -4.90 0.85 -0.85  -0.019
58 C -6.21 0.56 -1.56  -0.329
59 C -7.15 1.72 -1.64  -0.109
60 O -8.42 1.08 -1.76  0.057
61 C -8.30 -0.12 -1.13  -0.538
62 O -9.22 -0.85 -0.87  0.135
63 O -6.99 -0.40 -0.84  0.061
64 H -4.06 0.66 -1.52  0.052
65 H -4.82 1.90 -0.55  0.083
66 H -4.77 0.23 0.04  0.082
67 H -6.01 0.14 -2.55  0.159
68 H -6.96 2.36 -2.50  0.144
69 H -7.16 2.34 -0.73  0.139
70 C -5.60 -5.28 0.71  -0.015
71 C -5.05 -3.95 1.20  -0.333
72 C -4.63 -3.01 0.11  -0.108
73 O -3.66 -2.20 0.76  0.055
74 C -3.11 -2.97 1.74  -0.531
75 O -2.13 -2.68 2.37  0.148
76 O -3.83 -4.12 1.92  0.077
77 H -6.62 -5.41 1.08  0.080
78 H -5.66 -5.32 -0.38  0.082
79 H -5.01 -6.12 1.07  0.089
80 H -5.77 -3.47 1.88  0.159
81 H -5.45 -2.40 -0.27  0.129
82 H -4.14 -3.52 -0.74  0.143

No. 3
A molecular structure, C22H41BrIrNP3Se. Source: the OMol25 dataset; level of theory: the ωB97M-V functional and the def2-TZVPD basis.

Its spin multiplicity is 5. Its expectation value of S² is 6.034. As for the HOMO-LUMO gap (alpha / beta): 7.129 / 3.890 eV. As for the total charge: +3. For the LUMO energy (alpha / beta), the calculation gives -0.307 / -0.445 hartree. As for the molar mass: 763.6 g mol⁻¹.

Each line ends with the Mulliken spin population.
Element x y z (Å)
1 Ir 0.53 0.68 0.54  1.771
2 P 0.07 2.03 2.27  -0.044
3 P 1.25 -1.04 1.91  0.152
4 P -0.58 2.04 -0.96  0.153
5 H -2.06 -5.61 -3.50  -0.002
6 C -1.76 -5.11 -4.44  0.005
7 C -0.60 -4.38 -4.42  -0.001
8 H 0.13 -4.56 -3.64  0.000
9 C -1.55 1.81 3.08  0.045
10 C 1.31 1.90 3.62  0.019
11 C 0.14 3.83 1.90  0.020
12 C 1.20 -2.63 1.02  0.051
13 C 2.98 -0.93 2.48  0.031
14 C 0.23 -1.37 3.39  0.013
15 C -0.92 1.21 -2.54  0.063
16 C 0.35 3.52 -1.52  0.038
17 C -2.23 2.67 -0.48  0.031
18 H -2.42 -5.33 -5.30  0.000
19 H -0.32 -3.61 -5.15  0.000
20 H -1.66 2.51 3.93  0.006
21 H -1.64 0.77 3.46  -0.002
22 H -2.36 1.99 2.36  -0.005
23 H 1.08 2.67 4.37  0.003
24 H 2.31 2.08 3.21  0.000
25 H 1.29 0.92 4.09  -0.005
26 H 0.08 4.37 2.85  0.002
27 H -0.69 4.13 1.25  -0.005
28 H 1.09 4.07 1.41  0.001
29 H 1.51 -3.44 1.71  0.005
30 H 1.88 -2.59 0.17  -0.007
31 H 0.17 -2.80 0.67  -0.001
32 H 3.21 -1.82 3.07  0.007
33 H 3.14 -0.03 3.08  0.001
34 H 3.65 -0.89 1.61  -0.002
35 H 0.67 -2.21 3.96  0.002
36 H -0.79 -1.63 3.08  0.004
37 H 0.17 -0.51 4.06  -0.004
38 H -1.37 1.94 -3.24  0.008
39 H -1.62 0.37 -2.37  -0.012
40 H 0.02 0.83 -2.96  -0.003
41 H -0.19 3.96 -2.38  0.006
42 H 1.36 3.24 -1.86  -0.001
43 H 0.43 4.26 -0.72  -0.001
44 H -2.64 3.28 -1.30  0.004
45 H -2.19 3.28 0.42  -0.001
46 H -2.88 1.81 -0.29  -0.002
47 C -3.09 -1.69 -0.24  0.152
48 C -2.17 -2.22 -1.17  0.012
49 C -2.64 -3.06 -2.14  0.050
50 C -3.99 -3.41 -2.24  0.189
51 C -4.91 -2.90 -1.32  0.012
52 C -4.45 -2.05 -0.32  0.118
53 Se -2.57 -0.51 1.11  0.732
54 H -1.01 -0.51 0.71  0.089
55 H -1.09 -2.00 -1.13  0.020
56 H -1.91 -3.46 -2.83  0.018
57 H -4.28 -4.10 -3.03  0.000
58 H -5.98 -3.15 -1.33  0.004
59 H -5.14 -1.65 0.42  -0.010
60 Br 5.07 -0.54 -2.95  0.002
61 C 4.29 0.59 -1.61  0.022
62 C 5.03 1.64 -1.09  0.033
63 C 4.43 2.41 -0.11  -0.002
64 C 3.14 2.13 0.32  0.047
65 N 2.45 1.11 -0.20  0.168
66 C 2.99 0.33 -1.17  0.025
67 H 6.03 1.85 -1.44  -0.001
68 H 4.94 3.25 0.35  0.001
69 H 2.68 2.74 1.11  -0.010
70 H 2.40 -0.49 -1.58  -0.017

| no. | F_max (eV/A) |
| --- | --- |
| 1 | 6.395 |
| 2 | 7.010 |
| 3 | 2.655 |